1.
Density functional theory data (wB97M-V/def2-TZVPD) for a molecular structure, C18H17N4O5Ru in a non-equilibrium geometry.

XYZ file:
```
45
Properties=species:S:1:pos:R:3:forces:R:3:mulliken_charge:R:1
Ru -0.242804 0.625589 -0.684507 2.58 0.01 2.20 0.1789
O -0.887204 -3.771011 -1.394007 -0.16 0.32 -0.76 -0.6451
C -0.756804 -4.137411 -0.125307 0.17 -0.08 0.94 0.2964
C -0.835804 -5.503911 0.175693 0.04 0.32 -0.30 -0.6372
C -0.636504 -5.948711 1.460493 -0.04 0.29 0.05 -0.3560
C -0.401204 -5.038311 2.495293 0.02 0.31 0.11 -0.7768
C -0.389904 -3.684411 2.234293 0.02 -0.44 0.23 -0.4657
C -0.559304 -3.211011 0.931993 -0.04 0.15 -0.80 0.3691
C -0.563204 -1.784311 0.648793 -0.24 0.02 0.86 1.2577
O -0.385204 -1.368411 -0.569707 0.08 -0.06 -1.36 -0.9570
N -0.798104 -0.918611 1.610093 -0.21 -0.77 1.20 -1.0210
N -0.756904 0.351889 1.205393 0.49 0.57 -1.23 0.3975
C -1.062204 1.289689 2.071493 -0.08 0.35 0.36 -0.3966
C -0.975004 2.686089 1.844193 0.28 -0.12 -0.56 0.6714
C -1.223804 3.567289 2.916293 -0.01 0.32 0.17 -0.8344
C -1.022104 4.922289 2.806593 -0.19 -0.55 0.24 -0.6112
C -0.584204 5.464389 1.594193 0.14 -0.27 -0.69 -0.5757
C -0.386004 4.653389 0.505493 -0.01 0.24 0.01 -0.4973
C -0.567704 3.254289 0.585193 -0.09 0.11 1.10 0.7401
O -0.323304 2.542689 -0.457507 -0.16 -0.14 -1.09 -0.4518
H -0.783504 -2.798111 -1.474807 0.03 -0.48 0.10 0.3500
H -1.042004 -6.175611 -0.641307 0.04 -0.15 -0.08 0.4666
H -0.666504 -7.005611 1.676293 -0.02 -0.10 -0.02 0.4070
H -0.237004 -5.390911 3.500993 0.00 -0.04 0.08 0.4121
H -0.228104 -2.966711 3.021593 0.00 0.05 0.12 0.4545
H -1.366004 0.952889 3.062293 0.04 -0.08 -0.17 0.4197
H -1.561204 3.143589 3.847993 -0.02 -0.04 0.19 0.3933
H -1.198504 5.576389 3.645293 -0.03 -0.03 0.14 0.4248
H -0.401304 6.524089 1.504293 -0.03 0.09 0.01 0.4079
H -0.070604 5.055689 -0.444207 0.05 0.06 -0.09 0.4559
C 1.425196 2.328289 -3.063207 -0.23 0.17 0.05 -1.3199
C 0.947796 1.006689 -2.559607 0.14 0.88 -0.52 1.0731
N -0.239804 0.529989 -2.799407 -0.76 -0.61 -0.63 0.0046
O -1.087004 1.375589 -3.495507 0.53 0.31 -0.02 -0.4562
C 1.871996 0.090889 -1.823807 -0.66 -1.07 -0.81 0.7950
C 2.449996 -1.148711 -2.435807 0.18 0.26 0.23 -1.4114
N 2.133796 0.463789 -0.602507 -1.18 -0.09 1.79 0.3824
O 2.875696 -0.039211 0.242593 -1.08 0.59 -1.16 -0.5403
H 0.657396 3.090689 -2.920107 0.07 -0.07 0.02 0.3336
H 1.594196 2.247389 -4.139107 0.04 -0.04 -0.03 0.3607
H 2.351896 2.626489 -2.580007 -0.01 -0.04 0.04 0.4180
H -1.904204 0.878289 -3.660007 0.36 -0.16 0.14 0.3619
H 1.952496 -1.391411 -3.370707 0.00 0.06 -0.01 0.4107
H 2.366596 -1.979411 -1.734607 -0.04 0.01 0.05 0.3315
H 3.515996 -0.986511 -2.611107 0.01 -0.06 -0.12 0.3789
```
Forces are in eV/Å.

**Total charge**: +1
**Calculated total energy**: -1385.7762 hartree
**Orbital gap (alpha / beta)**: 0.172 / 0.158 hartree

2.
Density functional theory data (wB97M-V/def2-TZVPD) for a molecular structure, C18H17N4O6Pb in a non-equilibrium geometry.

XYZ file:
```
46
Properties=species:S:1:pos:R:3:forces:R:3:mulliken_charge:R:1
Pb -0.220803 -0.962886 -0.532277 -1.66 -2.85 -1.15 1.5533
O -2.358721 4.030322 0.063941 -0.39 -0.02 -0.15 -0.6965
C -3.262616 3.432120 -0.749396 0.14 0.46 0.29 0.4127
C -4.405212 4.165458 -1.058799 -0.24 -0.02 -0.14 -0.6496
C -5.373637 3.622594 -1.883290 0.09 -0.03 0.04 -0.2774
C -5.205664 2.344125 -2.403532 -0.04 -0.05 -0.06 -0.7262
C -4.068829 1.621036 -2.091715 -0.09 -0.20 -0.14 -0.5041
C -3.082721 2.141883 -1.264259 0.24 0.67 0.43 0.2236
C -1.864381 1.337580 -0.952085 -1.00 0.54 -0.39 0.7543
O -1.911365 0.147105 -1.353143 0.16 2.18 -0.87 -0.7386
N -0.870460 1.965716 -0.313496 -0.01 -0.87 0.19 -0.8177
N 0.247382 1.100184 -0.098038 -0.11 2.43 -1.40 0.0436
C 1.347825 1.601132 -0.533413 0.79 -0.43 0.46 -0.3931
C 2.626669 0.884424 -0.521082 -0.57 -0.09 -0.02 0.4841
C 3.752444 1.608203 -0.121999 0.17 -0.25 -0.11 -0.6612
C 4.994363 1.010398 -0.076272 0.15 0.12 0.10 -0.5409
C 5.111813 -0.328603 -0.455336 -0.17 0.13 0.01 -0.4960
C 4.014847 -1.044763 -0.877064 0.11 -0.36 -0.21 -0.5312
C 2.724287 -0.482945 -0.938243 0.05 0.61 0.14 0.4380
O 1.715242 -1.186284 -1.378457 1.34 1.10 -0.39 -0.7328
H -1.615807 3.391267 0.156607 0.31 0.02 0.06 0.5356
H -4.516714 5.159023 -0.644892 0.06 -0.01 0.04 0.4084
H -6.261594 4.195427 -2.122616 0.01 0.01 0.01 0.3579
H -5.954926 1.906260 -3.050082 -0.02 0.03 0.00 0.3922
H -3.931550 0.626106 -2.494134 0.07 -0.02 0.09 0.5269
H 1.349927 2.619714 -0.920081 -0.18 0.10 0.24 0.4632
H 3.634792 2.643511 0.177624 -0.02 0.02 -0.04 0.4148
H 5.860489 1.569295 0.253027 0.00 -0.01 0.00 0.3715
H 6.076096 -0.821069 -0.424325 0.02 0.03 0.02 0.3727
H 4.126876 -2.079363 -1.177355 -0.10 0.00 -0.01 0.4713
C 1.360765 -2.514072 3.173860 -0.27 0.31 0.35 -1.5981
C 0.538572 -2.285356 1.945045 -0.26 -1.25 -0.82 0.5044
N -0.111715 -1.192708 1.676803 0.97 -0.11 2.00 0.0354
O 0.032056 -0.205218 2.682961 0.18 0.18 -0.30 -0.5220
C 0.463502 -3.400386 0.993037 0.46 1.14 0.92 0.4992
C 0.393189 -4.793934 1.524836 0.26 0.03 -0.10 -1.6010
N 0.499815 -3.084384 -0.291314 0.45 -2.39 1.48 0.3912
O 0.493872 -4.012859 -1.120982 0.21 -0.06 -0.65 -0.7582
H 1.845263 -1.590030 3.486854 -0.12 0.04 0.05 0.4547
H 2.127914 -3.256320 2.970345 -0.10 -0.09 -0.03 0.3620
H 0.727561 -2.869754 3.990578 0.09 0.05 0.09 0.3497
H -0.404383 0.558931 2.281973 0.03 -0.04 0.12 0.3493
H -0.023541 -4.798725 2.533361 0.05 -0.02 0.01 0.3836
H 1.387638 -5.254467 1.554943 -0.10 -0.22 -0.02 0.2857
H -0.252405 -5.398485 0.889296 0.07 0.04 -0.13 0.4013
O -1.756152 -2.119184 -0.507434 -1.00 -0.87 0.02 -0.9959
```
Forces are in eV/Å.

**Total charge**: -1
**Calculated total energy**: -1559.2122 hartree
**ΔE to the lowest compared entry with this formula, charge and spin**: 384.7 kJ/mol
**Orbital gap**: 0.218 hartree

3.
Density functional theory data (wB97M-V/def2-TZVPD) for a single C18H17N5O molecule in a non-equilibrium geometry.

XYZ file:
```
41
Properties=species:S:1:pos:R:3:forces:R:3:mulliken_charge:R:1
N 1.906208 -0.658974 3.995003 -0.12 -1.36 0.44 -0.7621
N -1.689186 1.052610 -3.961709 1.75 -1.41 1.99 -0.7031
N 1.864421 4.343110 3.777817 -0.36 -1.39 0.72 -0.6481
O 0.298505 0.949425 -5.942444 0.49 0.17 1.01 -0.4705
C 1.496433 0.155907 3.044327 -0.10 -3.05 -2.42 -0.0714
C -0.434880 0.747951 -3.579345 -2.62 1.97 -1.91 0.6085
C 1.118130 -0.653637 1.865663 -1.19 0.85 0.60 0.1379
C 1.179919 -1.949037 2.314930 -0.10 0.33 -1.30 -0.6214
C 1.149976 3.881218 2.751435 0.81 1.43 -0.39 -0.6148
C 2.309888 3.374281 4.586602 -0.03 1.12 -0.69 -0.3431
C 1.022353 2.541734 2.411754 0.85 0.50 1.47 -0.4360
C 2.158337 2.023204 4.369967 2.41 -0.11 2.98 -0.6225
C 1.382106 -0.678161 -0.609549 0.03 0.07 1.45 -1.1317
C 1.116578 -0.194794 -1.828265 -0.17 0.38 -2.46 -0.9393
C -0.543768 0.408534 0.185890 1.05 0.12 -0.09 -0.6217
C 1.579155 1.557462 3.242560 -1.05 1.72 -0.71 1.0432
C 0.618280 -0.326345 0.469101 -0.64 0.96 1.05 0.3754
C -0.031528 0.526135 -2.172194 -0.31 -0.88 1.17 0.7997
C -0.925370 0.798438 -1.105602 0.08 -0.50 -0.68 0.8151
N 0.589130 0.708130 -4.550679 -2.02 -0.63 0.71 -0.1560
N 1.692123 -1.935743 3.578351 0.10 -0.17 -0.31 0.3486
C 2.217520 -3.122606 4.293216 -1.00 -0.36 -1.23 -0.8451
C -2.786132 1.042620 -2.866254 1.64 0.00 -0.13 -0.6898
C -2.277834 1.399454 -1.439467 1.75 0.20 -1.65 -1.2335
H -0.667733 0.856346 -6.117437 0.62 0.02 1.21 0.3726
H 0.792234 -2.749802 1.629545 0.89 0.20 1.53 0.4456
H 0.872461 4.788027 2.201566 -0.74 -1.09 -0.79 0.4019
H 2.877626 3.793638 5.375683 0.54 -0.25 1.07 0.4369
H 0.584156 2.279416 1.522816 -1.14 -0.51 -1.94 0.7200
H 2.695885 1.358271 5.111684 -1.02 0.62 -1.09 0.2778
H 2.222948 -1.261812 -0.413869 1.48 -0.80 -0.03 0.6243
H 1.849840 -0.437040 -2.570369 0.07 -0.16 -0.65 0.3413
H -1.002373 0.787642 1.058286 -1.31 0.23 0.59 0.5520
H 1.514093 0.980313 -4.221647 -0.41 0.20 -0.99 0.2748
H 2.403934 -3.914223 3.516974 -0.01 0.83 0.82 0.2833
H 3.108908 -2.882128 4.824292 0.72 0.32 0.14 0.3329
H 1.507532 -3.533214 5.011604 -0.18 0.22 -0.06 0.2842
H -3.434886 0.138018 -2.855279 0.84 0.26 -0.32 0.2523
H -3.425283 1.875120 -3.089445 -0.46 0.20 -0.62 0.3460
H -2.231590 2.476772 -1.394635 0.36 0.55 0.00 0.3567
H -2.981855 1.150001 -0.724617 -1.48 -0.81 1.49 0.4794
```
Forces are in eV/Å.

**Calculated total energy**: -1045.0075 hartree
**ΔE to the lowest compared entry with this formula, charge and spin**: 497.1 kJ/mol
**SMILES string**: Cn1cc(-c2ccc3c(c2)CCN=C3NO)c(-c2ccncc2)n1
**Orbital gap**: 0.326 hartree

4.
Density functional theory data (wB97M-V/def2-TZVPD) for a molecular structure, C18H18BF4OSn in a non-equilibrium geometry.

XYZ file:
```
43
Properties=species:S:1:pos:R:3:forces:R:3:mulliken_charge:R:1
C 0.750214 -2.197012 2.886794 1.05 -0.15 -0.89 -0.4744
C -0.655124 -2.196927 2.798033 0.00 -0.42 -0.42 -0.1885
C -1.037861 -2.313584 1.451851 0.90 -0.38 -0.98 -0.7021
H -1.321007 -2.161526 3.650516 0.12 0.08 -0.04 0.5551
C 0.167148 -2.420173 0.664797 -2.27 1.04 -0.33 -0.3648
C 1.292393 -2.271174 1.582090 0.60 0.37 2.40 -1.0244
H 2.344170 -2.317859 1.311036 -0.25 -0.27 0.11 0.5425
H 1.299681 -2.184516 3.819752 -0.02 0.33 -0.20 0.4838
H -2.055508 -2.413246 1.076765 0.36 0.10 0.09 0.3734
H 0.236818 -2.799878 -0.352648 -0.01 -0.02 0.33 0.8671
C -1.159185 2.276621 1.325298 0.32 0.02 0.05 -0.7953
C -1.080687 2.108704 2.712528 -0.28 0.83 -1.20 -0.3411
C 0.273136 2.259694 3.112512 2.21 0.54 -1.16 -0.0026
H -1.895972 1.917348 3.404545 0.14 0.19 -0.17 0.4878
C 1.098079 2.321933 1.967569 -0.26 0.09 3.08 -1.2794
C 0.199530 2.428322 0.816550 -1.37 -1.19 -0.48 0.1029
H 0.481134 2.830397 -0.161582 -0.17 -0.06 0.39 0.6172
H -2.072205 2.390668 0.747405 0.37 -0.28 0.04 0.4664
H 0.575158 2.402639 4.140679 0.19 -0.57 -0.12 0.4982
H 2.190632 2.292934 1.944269 -0.49 0.49 0.00 0.4765
Sn 0.633878 0.061291 0.553893 -1.23 -0.23 0.38 0.9812
O -1.051662 0.211273 -0.658359 0.86 -0.27 -0.89 -0.4014
C -1.256784 -0.746561 -1.690455 -0.87 0.21 0.60 -0.5474
C -0.042903 -0.984288 -2.509799 0.13 0.29 -0.45 0.2038
H -1.541165 -1.713798 -1.240653 -0.08 0.15 -0.27 0.2595
H -2.066797 -0.407024 -2.373118 0.37 -0.15 0.53 0.5331
H 0.649303 -1.768461 -2.187486 -0.29 -0.18 -0.44 0.3654
H 1.029828 -2.028565 -4.679628 0.00 0.41 -0.25 0.4120
C 0.792045 -0.966868 -4.803966 0.39 0.04 0.33 -0.3555
C 0.226159 -0.281716 -3.683162 0.32 0.39 -0.26 0.3317
C -0.089004 1.115799 -3.808870 -0.53 -0.38 -0.15 -0.3136
H -0.480389 1.621202 -2.915925 0.12 -0.07 -0.54 0.4398
C 0.133660 1.759345 -5.014667 -0.12 0.15 0.53 -0.6507
H -0.096862 2.819761 -5.101924 0.11 -0.25 -0.01 0.4150
C 0.631253 1.053505 -6.119859 -0.07 -0.30 0.37 -0.2874
H 0.768250 1.568177 -7.068813 0.00 -0.12 0.19 0.4150
C 0.949268 -0.307571 -6.008699 -0.05 -0.29 -0.03 -0.6362
H 1.318145 -0.857430 -6.871411 -0.06 0.16 0.16 0.4064
F -0.026568 0.083024 4.072494 -0.12 -0.31 -0.56 -0.1866
B -0.023830 -0.020075 5.506501 -0.03 0.07 0.58 0.4970
F 1.305117 0.231499 5.912072 -0.86 -0.01 -0.06 -0.3817
F -0.963982 0.933269 5.967125 0.71 -0.41 -0.15 -0.3892
F -0.427525 -1.329166 5.825940 0.16 0.35 -0.10 -0.4083
```
Forces are in eV/Å.

**Total charge**: +1
**Calculated total energy**: -1410.2310 hartree
**Orbital gap (alpha / beta)**: 0.166 / 0.163 hartree

5.
Density functional theory data (wB97M-V/def2-TZVPD) for a molecular structure, C18H18BeCl3F23MgN2O5SSi in a non-equilibrium geometry.

XYZ file:
```
73
Properties=species:S:1:pos:R:3:forces:R:3:mulliken_charge:R:1
C 5.572555 0.174073 1.032722 -0.05 1.20 -1.16 -0.9658
Si 4.184288 -0.884871 0.226391 2.42 -2.71 2.20 0.5982
C 3.231431 -1.694953 1.717477 -1.03 1.54 0.33 -0.5903
C 5.057224 -2.244183 -0.778561 -0.20 -0.62 -1.02 -0.9750
C 2.858791 0.135200 -0.735224 -2.30 -0.76 0.07 0.3222
O 3.395504 1.230255 -1.565647 -0.20 4.18 1.74 -0.0768
C 3.445617 2.451580 -0.906731 3.90 -3.79 0.09 0.4036
O 4.554863 2.822282 -0.413117 -2.20 0.63 -1.68 -0.3163
S 2.111328 3.706520 -0.694390 -2.95 5.22 -5.63 1.2061
O 1.242231 3.863306 -1.913604 2.45 -2.01 4.13 -0.4564
O 2.860001 5.044894 -0.565979 1.18 -2.97 1.30 -0.7487
C 1.106507 3.535447 0.865543 -0.84 -1.93 4.48 0.6471
F 1.960439 3.634839 2.005509 -1.15 -0.16 -2.98 -0.2873
F 0.471022 2.275747 1.001237 1.91 2.73 -1.01 -0.1904
C -0.041989 4.642178 1.069546 -3.62 0.74 0.10 0.6569
F -1.240464 4.064047 0.582434 3.19 1.47 0.73 -0.1728
F -0.273523 4.821617 2.450631 1.31 -0.19 -3.61 -0.2445
F 0.171363 5.835620 0.401069 -0.10 -2.85 1.86 -0.1845
C 2.081939 -0.875481 -1.746707 2.39 0.03 -0.38 0.2591
F 3.006660 -1.082296 -2.816204 -2.06 0.28 2.22 -0.2872
F 1.958490 -2.109072 -1.086383 -0.51 2.22 -1.16 -0.2563
C 0.723241 -0.339934 -2.408181 1.02 1.70 -2.34 0.5010
F 1.094694 0.156110 -3.693730 -0.98 -1.16 2.84 -0.3472
F 0.247498 0.842236 -1.732445 2.02 -3.74 -0.23 0.1525
C -0.391873 -1.425290 -2.671604 -1.18 -0.15 -2.86 0.2504
F 0.154969 -2.454457 -3.482127 -0.80 2.32 2.10 -0.2735
F -1.391538 -0.817948 -3.475785 2.21 -1.09 2.09 -0.2473
C -1.110152 -2.111665 -1.435492 -1.45 -2.60 -1.18 0.4353
F -0.496940 -3.383863 -1.242698 -0.97 2.87 0.44 -0.2654
F -2.429090 -2.432548 -1.872640 2.82 0.92 1.27 -0.1405
C -1.282847 -1.263701 -0.109356 -1.35 0.80 0.64 0.5962
F -0.060957 -0.888662 0.496960 -2.10 -0.51 -1.48 -0.0275
F -2.086133 -0.146051 -0.457850 2.39 -2.36 0.92 -0.2365
C -2.130138 -1.995965 1.057544 -2.70 0.49 -0.35 0.1811
F -1.724400 -3.349506 1.295039 0.01 1.27 -0.37 -0.2100
F -3.502661 -2.058101 0.719708 3.76 0.00 0.40 -0.2450
C -2.068961 -1.239269 2.471904 -2.47 1.17 1.30 0.6578
F -3.354468 -1.410370 3.057761 3.02 0.16 -1.15 -0.2809
F -1.909609 0.155753 2.371829 0.27 -3.18 -0.21 -0.2087
C -1.050165 -1.867255 3.528091 0.51 0.71 3.41 0.4168
F -1.579698 -3.009967 4.143635 1.29 2.44 -1.83 -0.2095
F 0.215151 -2.206434 3.012874 -2.19 0.24 0.34 -0.0839
F -0.820156 -0.908362 4.537272 -0.57 -2.47 -2.69 -0.2149
H 6.166507 -0.476999 1.748492 -0.95 0.79 -0.87 0.3843
H 5.121930 1.108411 1.502570 0.77 -1.11 -0.10 0.2059
H 6.251541 0.535861 0.173465 -0.75 -0.51 1.35 0.2080
H 3.866470 -1.598208 2.667845 -0.82 -0.53 -1.60 0.4323
H 2.324267 -0.997321 1.904509 0.87 -1.24 -0.14 0.1022
H 2.903281 -2.759937 1.503679 0.49 1.28 0.36 0.0459
H 5.716029 -1.866695 -1.629420 -0.87 -0.51 0.95 0.3384
H 4.330514 -3.054161 -1.156460 1.15 1.28 0.40 0.2717
H 5.758554 -2.808538 -0.028355 -0.94 0.90 -0.34 0.3420
H 2.169606 0.604543 0.047246 0.46 -0.81 -1.07 -0.2545
Cl -5.012568 -6.135860 -3.744233 -0.01 0.03 0.03 -0.1765
C -4.993604 -4.473100 -4.381100 0.08 0.13 -0.10 -0.4281
C -5.091601 -3.438811 -3.278813 0.07 0.08 -0.13 -0.0353
Cl -6.691318 -3.438346 -2.496196 0.05 -0.01 0.06 -0.1829
H -5.810326 -4.374844 -5.097451 0.03 -0.03 0.17 0.3512
H -4.051801 -4.351354 -4.920079 -0.06 0.02 0.09 0.2778
H -4.942864 -2.439586 -3.693506 -0.04 -0.10 -0.05 0.2723
H -4.338651 -3.602276 -2.507297 -0.18 -0.14 -0.10 -0.0436
C -4.618506 4.913306 2.898947 -0.53 0.44 0.53 0.5631
O -4.847698 5.713297 3.788899 0.19 -0.18 -0.21 -0.6354
N -5.599039 4.219615 2.266839 -0.52 -0.26 -0.15 -0.3566
N -3.358040 4.646606 2.461944 0.88 -0.06 -0.10 -0.1536
H -5.431282 3.557293 1.532210 -0.02 0.08 0.03 0.1537
H -6.545894 4.390663 2.563433 0.14 -0.02 -0.05 0.2236
H -2.605124 5.142697 2.907595 -0.23 -0.06 -0.03 0.0973
H -3.146161 3.993128 1.732346 -0.15 0.07 0.06 0.1187
Cl -1.387992 2.207724 -2.306273 -1.40 1.20 -0.38 -0.1841
Be 0.017863 -4.345042 1.939734 0.09 0.15 -0.08 0.7923
F 5.631557 -2.817293 1.705519 0.15 0.02 -0.14 -0.5463
Mg 5.275111 4.850343 -0.347780 -2.05 -0.94 -0.06 1.2753
```
Forces are in eV/Å.

**Total charge**: +2
**Calculated total energy**: -5761.1636 hartree
**Orbital gap**: 0.066 hartree